[1]
{
  "formula": "CH4N2P2",
  "method": "the ωB97M-V functional and the def2-TZVPD basis",
  "species": ["C", "N", "P", "P", "N", "H", "H", "H", "H"],
  "coordinates": [[0.6166, -1.3114, -0.2221], [1.2243, -0.3185, 0.2918], [0.9484, 1.2447, -0.1829], [-1.2460, 0.7380, -0.0028], [-1.7578, -0.6420, -0.1002], [0.4782, -2.1870, 0.2929], [0.0048, -1.2007, -1.1134], [1.2880, 1.5238, 1.1253], [-2.0222, 2.0026, 0.4220]],
  "forces_ev_per_a": [[-0.223, 2.401, -1.699], [0.854, -2.531, 0.353], [0.047, 0.244, -0.945], [-0.428, 3.981, 1.414], [-1.421, -1.071, 0.084], [0.427, -2.382, 1.160], [0.617, -0.504, -0.411], [-0.542, 1.463, 0.756], [0.669, -1.601, -0.712]],
  "mulliken_charge": [-0.34, -0.36, -0.02, 0.26, -0.46, 0.31, 0.39, 0.11, 0.12],
  "smiles": "C=NP[PH]#N",
  "multiplicity": 1,
  "e_homo_ev": -8.847,
  "lumo_ev": -0.59,
  "charge": 0
}

=====

[2]
{
  "formula": "CH4N2P2",
  "method": "the ωB97M-V functional and the def2-TZVPD basis",
  "species": ["C", "N", "N", "P", "P", "H", "H", "H", "H"],
  "coordinates": [[-1.7322, 1.8705, 0.6913], [-2.7244, 1.7238, 1.3908], [1.8286, 0.5416, -0.6369], [-0.6781, 1.7263, -0.5973], [1.1393, 1.2252, 0.6555], [-3.5531, 1.1986, 1.6577], [2.7001, 0.0166, -0.5994], [-0.0774, -1.3158, 0.4548], [-0.1271, -0.8677, -0.3717]],
  "forces_ev_per_a": [[-4.018, -1.902, 1.811], [2.334, 1.458, -1.268], [-0.707, 0.828, 1.481], [1.268, 0.719, 0.413], [0.539, -0.812, -2.775], [0.923, 0.034, -0.263], [0.046, 0.418, 0.548], [-0.420, 1.549, -3.619], [0.035, -2.292, 3.671]],
  "mulliken_charge": [0.38, -0.40, -0.47, -0.20, 0.16, 0.30, 0.23, 0.14, -0.14],
  "multiplicity": 1,
  "e_homo_ev": -8.262,
  "lumo_ev": -0.53,
  "charge": 0
}

=====

[3]
{
  "formula": "CH4N2P2",
  "method": "the ωB97M-V functional and the def2-TZVPD basis",
  "species": ["H", "N", "P", "N", "P", "C", "H", "H", "H"],
  "coordinates": [[2.4208, -1.6842, 0.6211], [1.4243, -1.4075, 0.4597], [0.6636, -0.2106, 1.0596], [0.3371, 1.4426, -0.0588], [-1.1143, 1.4304, -0.7985], [-1.4708, -0.2978, -0.2344], [0.9786, 2.2204, -0.1040], [-2.4784, -0.5745, -0.1059], [-0.7608, -0.9188, -0.8388]],
  "forces_ev_per_a": [[-1.575, 0.274, -0.144], [1.391, 0.694, -0.169], [-1.577, -0.023, 0.016], [-0.153, -0.762, -0.678], [0.161, -1.970, 2.129], [3.559, 2.319, -1.430], [0.179, 0.099, -0.368], [-0.962, -0.656, 0.054], [-1.024, 0.025, 0.591]],
  "mulliken_charge": [0.25, -0.48, 0.23, -0.29, 0.22, -0.86, 0.24, 0.37, 0.31],
  "smiles": "[H]/N=P/NP=C",
  "multiplicity": 1,
  "e_homo_ev": -7.800,
  "lumo_ev": -0.75,
  "charge": 0
}

=====

[4]
{
  "formula": "CH4N2P2",
  "method": "the ωB97M-V functional and the def2-TZVPD basis",
  "species": ["C", "N", "N", "P", "P", "H", "H", "H", "H"],
  "coordinates": [[1.8687, -0.7742, -0.3281], [1.8570, -2.0152, -0.3343], [-0.2274, 0.9379, -0.1349], [2.7284, 0.5579, 0.5280], [1.2129, 0.7820, -1.0713], [1.1937, -2.4923, -0.9378], [-1.0086, 0.4194, -0.5210], [-0.5083, 1.9076, -0.0385], [1.0852, 0.4044, 1.8257]],
  "forces_ev_per_a": [[-0.217, 0.705, -0.397], [0.366, -1.083, 0.389], [-0.442, 0.126, 0.003], [-2.074, -0.141, 2.395], [-0.031, -0.294, -0.144], [-0.197, 0.372, -0.247], [-0.020, 0.006, -0.060], [-0.030, -0.011, 0.020], [2.644, 0.321, -1.958]],
  "mulliken_charge": [0.32, -0.58, -0.58, -0.10, 0.13, 0.25, 0.25, 0.24, 0.07],
  "multiplicity": 1,
  "e_homo_ev": -8.335,
  "lumo_ev": -0.66,
  "charge": 0
}